# 1
Here is a structure of composition C2H2Br5O2PS at a distorted geometry from the OMol25 dataset. Energies are from the ωB97M-V functional and the def2-TZVPD basis.

Values from the calculation:
Molecular weight, g mol⁻¹: 520.597
Lowest unoccupied orbital energy (spin up / spin down), eV: -2.1521 / -2.3788
E_tot, hartree: -13837.40976
Relative energy (zero: lowest compared OMol25 entry of this formula, charge and spin), eV: 0.9006
Highest occupied orbital energy (spin up / spin down), eV: -9.3 / -8.8

The geometry in XYZ format:
```
13
C2H2Br5O2PS the ωB97M-V functional and the def2-TZVPD basis
Br 2.70278 -2.34150 1.53726
Br -3.15808 1.70267 -1.01454
Br 1.92226 0.80771 -0.84156
Br -0.68474 -2.07309 2.89837
Br -0.88927 1.26925 0.45527
S 1.00519 0.79446 1.99449
P 0.65280 -1.35540 1.33817
O 0.27506 0.86949 3.27254
O 0.04692 -1.71847 0.03028
C 0.08174 0.76313 -1.32696
C -0.49312 0.49172 -2.49174
H -1.48631 0.41772 -2.51090
H 0.02477 0.37232 -3.34069
```

These are the Löwdin partial charges, in e, on atoms 1 to 8:
1. Br 0.29
2. Br -0.04
3. Br 0.73
4. Br 0.45
5. Br 0.59
6. S 0.42
7. P -0.29
8. O -0.66

# 2
Here is a structure of composition C8H16Cl8F6Mg2N3O12S6 at a distorted geometry from the OMol25 dataset. Energies are from the ωB97M-V functional and the def2-TZVPD basis.

Values from the calculation:
Molecular weight, g mol⁻¹: 984.849
Lowest unoccupied orbital energy, eV: -6.5408
E_tot, hartree: -8451.17780
Relative energy (zero: lowest compared OMol25 entry of this formula, charge and spin), eV: 5.0494
Charge: +1
Highest occupied orbital energy, eV: -12.4

The geometry in XYZ format:
```
61
C8H16Cl8F6Mg2N3O12S6 the ωB97M-V functional and the def2-TZVPD basis
Cl 1.48895 -4.27531 -1.06073
Cl -0.22093 3.97247 -5.56011
Cl -0.54799 -2.69761 -5.98006
Cl -4.26832 5.59820 1.34694
Cl 1.81264 2.23217 -3.75136
Cl -1.08976 3.60512 3.53548
Cl -1.95387 -4.54272 -1.70723
Cl -2.59733 -0.33126 -4.47379
S 0.66848 0.09765 -0.79026
S -0.18675 1.67285 0.66654
S 3.97859 0.21826 1.82517
S -0.98633 -1.78874 3.99060
S 3.44188 2.37264 2.24070
S 1.05755 -2.69008 4.34000
Mg 1.18898 0.42603 3.45808
Mg 2.23847 2.86796 -0.98329
F -1.50664 -0.25799 3.63888
F 0.14711 3.23097 0.82251
F 1.93259 -0.17659 -1.68132
F 2.45257 3.18019 3.21276
F 3.25442 -1.21146 2.01228
F 2.66141 -2.47053 4.25214
O 0.85518 -3.64705 3.24005
O 0.90189 -0.90954 0.26987
O -1.48903 -2.37039 2.75551
O 1.05095 -3.05393 5.70533
O -0.32274 -0.05724 -1.83131
O -1.65425 -2.12788 5.24203
O 0.08533 1.13717 2.02781
O 4.85063 2.66112 2.65590
O 5.22845 0.01612 2.55156
O 4.03801 0.29132 0.37256
O 3.04162 2.83236 0.90314
O -1.53968 1.74515 0.17497
N 0.64246 -1.18412 3.98848
N 1.07824 1.53510 -0.46227
N 2.73711 1.03440 2.65683
C -0.94074 -5.34988 -0.55345
C -2.67312 4.00233 2.84708
C 0.51160 1.50146 -4.73701
C -0.69502 2.48844 -4.76679
C -1.22164 -2.68560 -4.33105
C -2.66266 5.08839 1.82514
C -2.64360 -2.01068 -4.27995
C 0.11378 -4.43078 0.05415
H -1.58258 2.10285 -5.26845
H -2.15705 5.98406 2.18599
H -1.16249 -3.71486 -3.97716
H 0.16409 0.55840 -4.31514
H -3.35092 4.43393 3.58356
H -2.14065 4.90140 0.88671
H -0.28086 -3.43553 0.25868
H 0.56659 -4.85552 0.95006
H -1.56774 -5.68598 0.27239
H -1.03730 2.70090 -3.75397
H 0.93620 1.37370 -5.73275
H -0.51112 -2.07298 -3.77611
H -3.12504 -2.24658 -3.33092
H -3.24151 -2.45519 -5.07557
H -3.19139 3.10368 2.51250
H -0.57656 -6.23082 -1.08205
```

These are the Löwdin partial charges, in e, on atoms 1 to 8:
1. Cl 0.56
2. Cl 0.60
3. Cl 0.54
4. Cl 0.62
5. Cl 0.62
6. Cl 0.64
7. Cl 0.64
8. Cl 0.67

# 3
Here is a cluster of 2 separate species, C3H4N2O2 in total from the OMol25 dataset. Energies are from the ωB97M-V functional and the def2-TZVPD basis.

Values from the calculation:
Molecular weight, g mol⁻¹: 100.077
Lowest unoccupied orbital energy, eV: 0.8428
E_tot, hartree: -376.62422
Relative energy (zero: lowest compared OMol25 entry of this formula, charge and spin), eV: 3.7982
Highest occupied orbital energy, eV: -9.8

The geometry in XYZ format:
```
11
C3H4N2O2 the ωB97M-V functional and the def2-TZVPD basis
O 0.09234 2.51161 1.04400
O 2.16691 1.79008 0.26074
N 0.93497 -1.20124 0.65323
N 0.05643 -0.16495 -0.18295
C 1.11183 2.11395 0.63916
C 0.89743 -1.20891 -0.58717
C -1.36870 -0.49280 -0.10653
H -1.87585 0.04699 -0.91311
H 1.28528 -1.69768 -1.47285
H -1.57878 -1.56638 -0.19427
H -1.75382 -0.12624 0.84866
```

These are the Löwdin partial charges, in e, on atoms 1 to 8:
1. O 0.18
2. O 0.17
3. N 0.19
4. N -0.13
5. C -0.44
6. C -0.21
7. C -0.11
8. H 0.08

# 4
Here is a cluster of 14 separate species, C56H154N14O14 in total at a distorted geometry from the OMol25 dataset. Energies are from the ωB97M-V functional and the def2-TZVPD basis.

Values from the calculation:
Molecular weight, g mol⁻¹: 1247.932
Lowest unoccupied orbital energy, eV: 0.4539
E_tot, hartree: -4045.51714
Relative energy (zero: lowest compared OMol25 entry of this formula, charge and spin), eV: 6.4694
Highest occupied orbital energy, eV: -8.4

The geometry in XYZ format:
```
238
C56H154N14O14 the ωB97M-V functional and the def2-TZVPD basis
O -28.47404 -17.53745 6.13449
O -30.45730 -22.77216 5.57574
O -21.91275 -17.31655 4.13435
O -26.73139 -22.84170 2.29157
O -24.97557 -14.91902 6.88033
O -25.54694 -24.44413 7.20393
O -23.95126 -19.35109 6.72802
O -29.37268 -18.95942 0.52147
O -22.37968 -23.05158 9.33184
O -23.77584 -18.33842 11.82024
O -20.56178 -22.17974 4.18532
O -18.94468 -19.22302 8.49263
O -29.19043 -27.19108 6.56751
O -24.30073 -28.42722 2.50669
N -24.72844 -22.56071 4.92666
N -17.63986 -18.76243 11.82870
N -25.30160 -31.22752 4.75375
N -28.97691 -20.79132 -2.71982
N -24.47161 -22.61505 -0.60697
N -20.75884 -24.99582 5.08850
N -24.21311 -13.41646 10.19096
N -22.92744 -24.66882 7.04683
N -31.62020 -29.52259 8.27578
N -29.02730 -17.54428 9.18456
N -18.87172 -15.22911 4.01462
N -27.21840 -19.62921 12.13532
N -18.78512 -22.33425 8.18264
N -30.60358 -19.21962 6.80996
C -23.78912 -16.94347 12.14015
C -18.12547 -18.62240 9.39632
C -25.00317 -25.52316 7.83107
C -24.10122 -13.49114 8.75000
C -25.99343 -19.11536 12.67756
C -25.47085 -20.05203 13.77734
C -23.04681 -22.56476 10.52498
C -20.21457 -15.19811 5.97049
C -22.66911 -13.60262 8.23224
C -18.53229 -19.23534 10.81618
C -25.04525 -27.28338 2.91440
C -21.19043 -16.12382 3.76060
C -23.22734 -30.17430 4.98903
C -23.94652 -21.47661 1.53136
C -23.21588 -18.98907 7.94744
C -22.78510 -17.69055 3.08763
C -30.99987 -28.22706 7.94110
C -19.94808 -15.95576 4.67004
C -19.23799 -18.43839 7.34983
C -22.87138 -26.89325 7.89014
C -19.98357 -18.88567 11.30735
C -30.37696 -27.88591 9.27201
C -20.98392 -24.49572 3.70340
C -25.07353 -18.93169 11.47080
C -24.09866 -20.76132 6.62793
C -20.12104 -22.96044 8.29444
C -27.61494 -17.00426 7.14350
C -24.05776 -15.81436 6.27889
C -19.90069 -24.39265 8.60222
C -28.75787 -19.30713 -0.75912
C -24.64496 -30.02336 4.45155
C -30.73615 -20.27736 5.81733
C -29.70977 -21.73395 -0.57447
C -30.00349 -19.90162 4.57921
C -24.50366 -21.11739 5.14001
C -28.41250 -27.31450 5.41887
C -27.39050 -19.16038 8.56964
C -21.89921 -25.45878 3.01012
C -26.27821 -22.40881 1.02201
C -29.97602 -28.32651 6.82303
C -25.85160 -20.42339 4.81683
C -30.25301 -21.66203 6.49623
C -28.69548 -16.58976 5.10651
C -24.69216 -29.76710 2.90922
C -29.59554 -20.46109 -1.44548
C -21.53725 -23.06937 3.66821
C -28.85638 -17.81970 1.12362
C -23.68940 -25.90763 7.10017
C -24.73134 -22.54876 0.82618
C -27.99735 -22.40169 2.62383
C -21.07492 -22.30885 9.31930
C -29.94356 -24.00086 6.01986
C -24.82400 -14.77811 8.29045
C -26.70259 -23.88928 7.89058
C -20.76141 -20.81099 3.86656
C -27.72223 -17.63957 8.56163
H -20.47410 -20.62113 2.83239
H -24.78790 -19.90336 11.06783
H -22.46847 -22.99477 4.22978
H -26.42788 -23.37910 8.81380
H -27.69877 -19.51241 -0.60336
H -20.54632 -14.16849 5.83665
H -31.76440 -27.48445 7.71282
H -30.16539 -21.46921 0.37969
H -24.39022 -23.52962 1.15731
H -21.90129 -15.29861 3.71800
H -30.51559 -24.82310 5.58998
H -28.79116 -22.92012 2.08605
H -23.12683 -17.93804 8.22224
H -25.90796 -20.55563 3.73635
H -30.09610 -26.83469 9.33634
H -20.61261 -22.47173 10.29286
H -22.61427 -30.78513 4.32636
H -23.52885 -23.99037 6.60174
H -29.74859 -17.60851 8.48049
H -22.14821 -12.71105 8.58132
H -26.05281 -31.26378 4.07959
H -24.06699 -15.64728 5.20181
H -28.80138 -18.38918 -1.34528
H -27.36739 -24.74708 7.99221
H -30.89877 -21.76882 7.36783
H -27.26293 -23.23036 7.22731
H -29.03819 -16.90445 0.56027
H -28.20209 -22.60105 3.67571
H -22.78984 -26.66993 8.95389
H -29.02801 -19.98662 -3.32807
H -24.61425 -12.61556 8.35218
H -19.26632 -15.21092 6.50786
H -23.37282 -27.85960 7.94327
H -23.94320 -21.57937 2.61650
H -25.07718 -27.05000 3.97864
H -21.65894 -25.12346 5.52854
H -28.12073 -21.32586 2.49948
H -23.04641 -15.62107 6.63652
H -24.08373 -22.88243 10.63439
H -27.88564 -19.89755 12.84446
H -24.67748 -21.14335 7.46883
H -23.00070 -21.48337 10.39624
H -27.55163 -19.80891 9.43076
H -18.38174 -15.78078 3.32492
H -22.27395 -18.37658 2.41221
H -23.09163 -30.45982 6.03218
H -29.21986 -21.62095 6.84123
H -20.96344 -15.79801 6.48762
H -31.78570 -20.43920 5.57169
H -24.19013 -16.85202 6.58522
H -21.77215 -20.42501 3.99891
H -24.86097 -25.23681 8.87314
H -26.13766 -18.11268 13.07995
H -23.63650 -12.75536 10.69151
H -22.90732 -25.41984 3.42278
H -20.80740 -24.98563 8.72196
H -30.17363 -24.11499 7.07917
H -23.16379 -21.30295 6.77204
H -20.84691 -16.43265 2.77331
H -24.03339 -16.89113 13.20113
H -22.65754 -13.50116 7.14704
H -24.99215 -20.97294 13.44440
H -22.75937 -16.59174 12.07689
H -19.28471 -24.57400 9.48300
H -29.66092 -18.85741 6.82699
H -30.65114 -28.56144 6.00016
H -23.93235 -26.36771 6.14236
H -26.29450 -20.27893 14.45425
H -17.72093 -17.75597 11.80516
H -30.20674 -22.60524 -1.00104
H -20.06506 -24.51038 3.11723
H -31.89449 -29.88640 7.37438
H -25.96819 -19.37691 5.09856
H -27.98434 -19.68794 7.82322
H -26.33537 -19.33220 8.35684
H -25.72744 -26.33773 7.82739
H -25.07351 -29.22260 5.05425
H -18.52984 -20.32192 10.90226
H -20.73400 -19.53029 10.84973
H -21.75818 -22.65851 2.68308
H -20.29049 -17.89073 10.98488
H -18.26026 -17.55921 9.59519
H -24.62712 -31.96246 4.59554
H -29.40490 -29.25098 6.90832
H -28.01530 -26.31619 5.23524
H -23.76550 -19.38324 8.80221
H -25.48865 -22.71182 4.27909
H -28.00858 -21.07761 -2.69806
H -22.88844 -24.28085 7.97853
H -30.16479 -20.66238 3.81546
H -19.56494 -16.93504 4.95695
H -29.02508 -27.63686 4.57690
H -21.99872 -25.34888 1.93025
H -23.33358 -16.88903 2.59282
H -19.39808 -24.87413 7.76337
H -27.83243 -15.99124 4.81493
H -26.65376 -21.04931 5.20780
H -30.60123 -20.05017 -1.53400
H -18.40399 -22.47607 7.25812
H -31.04169 -28.07151 10.11568
H -20.05990 -20.12696 4.34413
H -23.49151 -18.39334 3.52941
H -19.16631 -14.42910 3.47304
H -28.71504 -21.95978 -0.19030
H -21.86779 -26.96483 7.47089
H -22.24767 -19.48397 8.02323
H -21.07818 -21.22022 9.26475
H -27.01219 -17.13713 9.21852
H -30.40607 -18.95892 4.20863
H -16.69585 -19.01340 11.57184
H -17.06776 -18.77581 9.18224
H -27.76931 -17.82790 1.20311
H -24.92454 -23.40367 -1.04632
H -19.90039 -19.00097 6.69192
H -21.52859 -26.47248 3.16235
H -24.76756 -19.52153 14.41925
H -26.48836 -21.35213 0.85659
H -29.28474 -17.74535 2.12317
H -29.17630 -16.60452 9.52330
H -27.58382 -27.99517 5.61398
H -24.41186 -15.68610 8.73067
H -24.07412 -30.50910 2.40370
H -26.03629 -27.23357 2.46333
H -29.39565 -28.33093 9.43661
H -24.47859 -16.33384 11.55612
H -26.77456 -23.08035 0.32146
H -19.69212 -17.50423 7.68031
H -20.14899 -19.03094 12.37488
H -29.04200 -17.08409 4.19896
H -18.43865 -17.95512 6.78804
H -23.70608 -20.77238 4.48204
H -23.47769 -22.73835 -0.73747
H -29.46827 -15.88457 5.41249
H -22.75426 -29.19377 5.04245
H -28.91958 -19.87328 4.69070
H -27.69854 -19.01397 11.49418
H -26.61539 -17.24890 6.78410
H -28.86204 -24.13612 6.00778
H -18.89244 -21.33087 8.22550
H -24.60543 -26.36329 2.52959
H -25.64571 -29.89864 2.39782
H -25.87415 -14.72027 8.57672
H -25.17466 -13.21316 10.42375
H -25.07667 -22.95720 5.78784
H -25.63527 -18.42902 10.68347
H -24.41859 -20.49518 1.48625
H -22.20596 -14.49144 8.66071
H -27.78754 -15.94834 7.35168
H -22.59954 -23.04198 11.39693
H -20.47369 -24.19335 5.63147
H -22.90175 -21.45982 1.22107
H -20.64490 -22.87157 7.34272
H -30.82073 -19.51399 7.75139
H -30.87742 -30.16253 8.51837
```

These are the Löwdin partial charges, in e, on atoms 1 to 8:
1. O -0.22
2. O -0.19
3. O -0.21
4. O -0.19
5. O -0.19
6. O -0.24
7. O -0.20
8. O -0.21